72
Properties=species:S:1:pos:R:3:forces:R:3 method="wB97M-V/def2-TZVPD" e_lumo_ev=-4.7 charge=+1 total_energy_ha=-3538.9568
C 1.1143 0.4162 1.5401 -0.4 0.1 0.3
C 1.6710 0.3563 0.4907 0.6 -0.2 -0.8
C 2.4496 0.2451 -0.7378 -0.1 0.1 0.3
N 2.6426 -1.1870 -1.1711 -0.2 -0.2 0.2
I 3.7350 -2.2264 0.3214 0.0 0.1 0.0
C 1.3174 -1.8441 -1.5488 0.3 -0.2 -0.1
C 0.5875 -2.6262 -0.4554 -0.1 -0.1 -0.1
O -0.7138 -2.8568 -0.9127 0.1 0.1 0.2
Si -1.9771 -1.7827 -0.6273 -0.3 0.0 0.0
C -2.0329 -1.2733 1.1747 0.0 0.1 -0.2
C -3.5223 -2.6990 -1.0661 0.2 0.0 0.2
C -1.7710 -0.2737 -1.7100 0.2 -0.1 -0.1
P 3.6949 -1.1791 -2.6715 0.5 0.2 -0.2
S 5.2522 -0.0944 -2.5961 -0.1 0.0 0.0
H 0.5511 0.4704 2.4344 -0.1 0.0 0.3
H 3.4408 0.6750 -0.6096 0.1 0.1 0.0
H 1.9593 0.7600 -1.5665 0.0 0.0 0.0
H 0.6940 -1.0389 -1.9248 -0.1 0.1 0.1
H 1.5143 -2.5225 -2.3805 0.0 0.0 0.0
H 1.0779 -3.5899 -0.3258 0.0 -0.1 0.1
H 0.6148 -2.1039 0.5020 0.0 0.1 0.0
H -1.8199 -0.2088 1.2669 0.0 0.1 0.1
H -3.0481 -1.4310 1.5362 0.0 0.0 0.1
H -1.3516 -1.8187 1.8259 0.0 -0.1 0.0
H -3.7426 -3.4190 -0.2785 -0.1 -0.1 0.0
H -4.3411 -1.9804 -1.0929 -0.1 0.0 -0.1
H -3.4602 -3.2228 -2.0166 0.0 0.0 -0.1
H -1.1556 0.5073 -1.2598 0.0 0.0 0.1
H -1.3121 -0.5602 -2.6593 -0.1 0.0 -0.1
H -2.7453 0.1560 -1.9369 -0.1 0.1 0.0
H 3.8742 -2.5562 -2.7841 -0.2 -0.2 0.0
H 2.6789 -0.8519 -3.5665 -0.1 0.1 0.0
C -8.0027 -0.0677 -2.1076 0.0 0.0 0.0
C -7.3825 -0.2898 -0.7400 0.1 0.1 -0.1
O -6.0029 -0.0813 -0.9980 -0.1 0.2 0.2
C -5.8835 0.7210 -2.0935 0.0 -0.1 0.0
O -4.8720 1.2355 -2.4343 0.1 0.0 0.0
O -7.0717 0.8382 -2.7127 -0.1 0.0 -0.1
F -7.5603 -1.5477 -0.2816 0.0 -0.1 -0.1
H -8.0188 -1.0019 -2.6699 0.0 0.0 0.0
H -8.9926 0.3754 -2.0831 0.0 0.1 0.0
H -7.7078 0.4117 0.0293 0.0 -0.1 0.1
C 1.1560 2.9897 3.9845 0.0 -0.1 -0.1
C -0.1743 3.7121 3.8908 0.1 0.0 0.1
O -0.2785 4.3205 5.1588 0.0 0.2 -0.1
C 0.9776 4.4886 5.6646 -0.1 -0.2 -0.1
O 1.2531 5.1377 6.6111 0.0 0.0 0.1
O 1.8688 3.7966 4.9119 0.1 0.1 0.1
F -1.2071 2.8508 3.7081 0.0 -0.1 0.1
H 1.0214 1.9916 4.4070 -0.1 0.0 0.0
H 1.6966 2.9270 3.0442 0.1 0.1 0.0
H -0.2278 4.4813 3.1189 -0.1 0.0 -0.1
C 4.1673 2.0926 6.9282 0.0 0.0 0.0
C 5.5905 1.5889 6.7784 -0.1 0.0 -0.1
O 5.4195 0.4366 5.9612 0.2 0.1 -0.1
C 4.2775 0.5735 5.2508 0.0 0.0 0.2
O 3.9624 -0.1216 4.3388 -0.1 0.1 0.0
O 3.5595 1.6151 5.7196 -0.1 -0.1 -0.1
F 6.1432 1.2213 7.9509 -0.1 -0.1 0.1
H 3.6862 1.6219 7.7859 0.0 0.0 0.0
H 4.0727 3.1721 6.9889 0.0 0.0 -0.1
H 6.2681 2.2778 6.2723 0.1 0.0 0.1
C 0.6404 -1.2425 -7.5551 0.0 0.1 0.0
C 1.7771 -0.4185 -6.9684 -0.1 -0.2 0.0
O 1.8293 -0.9190 -5.6355 0.3 0.1 -0.1
C 1.3119 -2.1768 -5.6138 0.0 0.2 0.0
O 1.4217 -2.8990 -4.6743 0.0 -0.1 0.0
O 0.7004 -2.4462 -6.7681 -0.1 -0.1 0.0
F 1.5159 0.9008 -6.9322 -0.1 0.0 0.1
H -0.3154 -0.7479 -7.3821 0.0 0.0 0.0
H 0.7579 -1.4821 -8.6062 0.1 -0.1 0.0
H 2.7471 -0.5754 -7.4413 0.0 0.1 0.0